DFT (ωB97M-V/def2-TZVPD) results for C26H44I2InO15 as an isolated structure.

Cartesian coordinates (Å):
1 I -3.282 5.191 1.720
2 C -3.160 3.020 2.187
3 C -2.404 2.776 3.651
4 C -1.593 1.320 3.507
5 In 0.265 1.743 2.282
6 C 0.190 0.545 0.352
7 C 0.502 1.579 -0.882
8 C -0.624 1.601 -2.074
9 I -0.007 3.256 -3.438
10 H -2.555 2.469 1.328
11 H -4.221 2.514 2.288
12 H -3.153 2.666 4.543
13 H -1.630 3.661 3.799
14 H -1.395 0.838 4.563
15 H -2.332 0.634 2.873
16 H 1.731 1.464 3.283
17 H 0.265 3.502 1.825
18 H 0.991 -0.305 0.422
19 H -0.864 0.039 0.299
20 H 0.506 2.673 -0.407
21 H 1.583 1.405 -1.338
22 H -0.759 0.588 -2.650
23 H -1.679 1.924 -1.618
24 C -1.303 -4.888 -3.831
25 C -1.237 -3.375 -3.781
26 C 0.130 -2.847 -3.464
27 O -0.152 -1.616 -2.823
28 C -1.392 -1.745 -2.261
29 O -1.871 -0.959 -1.464
30 O -2.019 -2.874 -2.710
31 H -2.293 -5.211 -4.170
32 H -0.553 -5.299 -4.513
33 H -1.157 -5.324 -2.836
34 H -1.622 -2.948 -4.715
35 H 0.729 -2.684 -4.365
36 H 0.694 -3.480 -2.772
37 C -5.752 8.191 3.349
38 C -4.905 9.339 3.862
39 C -3.489 8.948 4.161
40 O -3.124 9.856 5.184
41 C -4.281 10.208 5.823
42 O -4.327 10.815 6.878
43 O -5.376 9.785 5.122
44 H -6.739 8.557 3.048
45 H -5.287 7.704 2.487
46 H -5.923 7.444 4.132
47 H -4.946 10.182 3.162
48 H -2.836 9.065 3.291
49 H -3.389 7.928 4.547
50 C -0.556 -9.976 -5.102
51 C -1.842 -9.270 -5.483
52 C -1.967 -9.010 -6.954
53 O -2.774 -7.847 -6.998
54 C -2.565 -7.183 -5.821
55 O -2.938 -6.046 -5.597
56 O -1.878 -7.964 -4.933
57 H -0.569 -10.234 -4.038
58 H -0.419 -10.896 -5.678
59 H 0.313 -9.327 -5.254
60 H -2.707 -9.826 -5.102
61 H -2.453 -9.836 -7.480
62 H -1.012 -8.790 -7.442
63 C 6.846 3.022 1.204
64 C 5.599 3.636 1.808
65 C 5.353 3.214 3.226
66 O 3.943 3.297 3.336
67 C 3.443 3.114 2.077
68 O 2.267 2.923 1.825
69 O 4.438 3.170 1.141
70 H 7.032 3.447 0.212
71 H 7.726 3.206 1.829
72 H 6.728 1.942 1.063
73 H 5.631 4.728 1.717
74 H 5.836 3.882 3.945
75 H 5.659 2.184 3.435
76 C 3.779 -3.340 2.519
77 C 4.023 -3.734 1.076
78 C 3.759 -2.626 0.102
79 O 3.382 -3.323 -1.071
80 C 2.856 -4.517 -0.662
81 O 2.247 -5.284 -1.385
82 O 3.101 -4.731 0.666
83 H 4.088 -4.151 3.188
84 H 4.338 -2.439 2.788
85 H 2.714 -3.170 2.709
86 H 5.036 -4.136 0.958
87 H 4.650 -2.017 -0.082
88 H 2.935 -1.969 0.399

Computed properties:
Multiplicity: 1
HOMO in eV: -4.00
Frontier orbital gap in eV: 5.61
Charge: -1
E_LUMO in eV: 1.609